# 1
{
  "formula": "CH4O2PS",
  "method": "ωB97M-V with the def2-TZVPD basis set",
  "total_charge": -1,
  "lumo_ev": 3.5435,
  "spin_multiplicity": 1,
  "e_above_lowest_kcal_mol": 80.52,
  "orbital_gap_ev": 7.3,
  "elements": ["C", "O", "O", "P", "S", "H", "H", "H", "H"],
  "positions_angstrom": [[-0.8975, 0.2277, -0.1153], [0.5701, -0.9448, 1.7910], [1.9421, -0.7504, -1.0308], [0.1140, -1.3050, 0.4302], [-1.7757, 0.9019, 1.3295], [-1.6398, -0.0446, -0.8687], [-0.2246, 0.9873, -0.5135], [2.4830, -1.5163, -0.8389], [-0.8223, 0.4495, 2.1632]]
}

=====

# 2
{
  "formula": "C3H7INO",
  "method": "ωB97M-V with the def2-TZVPD basis set",
  "total_charge": 1,
  "lumo_ev": [-3.5972, -7.3108],
  "spin_multiplicity": 3,
  "e_above_lowest_kcal_mol": 0.00,
  "s_squared": 2.008,
  "orbital_gap_ev": [8.2, 7.0],
  "elements": ["C", "C", "C", "N", "O", "I", "H", "H", "H", "H", "H", "H", "H"],
  "positions_angstrom": [[-1.0783, 0.0981, -0.9620], [-0.5751, 1.2247, -0.0279], [0.2552, -0.0003, -0.1686], [0.1802, -1.0392, 0.8966], [1.4147, -0.0947, -0.9117], [3.1622, -0.1700, 0.0941], [-2.0674, -0.3873, -0.9539], [-0.8911, 0.5490, -1.9299], [-0.1064, 2.0939, -0.4442], [-1.0136, 1.2952, 0.9343], [0.5449, -1.9786, 0.6589], [-0.7581, -0.7970, 1.2939], [0.9327, -0.7938, 1.5204]]
}

=====

# 3
{
  "formula": "C23H21N3O5S",
  "method": "ωB97M-V with the def2-TZVPD basis set",
  "total_charge": 0,
  "lumo_ev": 0.4278,
  "spin_multiplicity": 1,
  "e_above_lowest_kcal_mol": 3.32,
  "smiles": "COc1ccc(-c2csc(NC(=O)[C@@H]3CC(=O)N(c4ccc5c(c4)OCCO5)C3)n2)cc1",
  "orbital_gap_ev": 8.1,
  "elements": ["C", "O", "C", "C", "C", "C", "C", "C", "S", "C", "N", "C", "O", "C", "C", "C", "O", "N", "C", "C", "C", "C", "C", "C", "O", "C", "C", "O", "C", "N", "C", "C", "H", "H", "H", "H", "H", "H", "H", "H", "H", "H", "H", "H", "H", "H", "H", "H", "H", "H", "H", "H", "H"],
  "positions_angstrom": [[2.2381, 3.9812, -3.3984], [2.7514, 2.8215, -2.7841], [1.8930, 1.8003, -2.5079], [2.4296, 0.7316, -1.7864], [1.6356, -0.3282, -1.4183], [0.2876, -0.3658, -1.7772], [-0.5309, -1.4947, -1.3602], [-1.6852, -1.9378, -1.9442], [-2.3018, -3.3231, -1.1453], [-0.9301, -3.2114, -0.0392], [-0.7643, -4.1338, 0.9780], [-0.7344, -3.9534, 2.3352], [-0.4227, -4.8741, 3.0535], [-1.1992, -2.6183, 2.8975], [-2.5798, -2.2277, 2.3687], [-2.3595, -1.0001, 1.4992], [-3.1921, -0.5429, 0.7484], [-1.1081, -0.5255, 1.7377], [-0.5618, 0.6653, 1.2352], [-1.3321, 1.5579, 0.4886], [-0.7872, 2.7384, 0.0319], [0.5348, 3.0653, 0.2946], [1.3183, 2.1688, 1.0208], [0.7663, 0.9863, 1.4940], [2.6376, 2.4099, 1.3006], [3.1928, 3.4698, 0.5493], [2.2201, 4.6460, 0.4900], [1.0310, 4.2634, -0.1654], [-0.2997, -1.4166, 2.5501], [-0.1299, -2.2453, -0.2952], [-0.2360, 0.6888, -2.5159], [0.5524, 1.7651, -2.8757], [3.0797, 4.6678, -3.4787], [1.8517, 3.7681, -4.3997], [1.4522, 4.4347, -2.7866], [3.4737, 0.7618, -1.5159], [2.0479, -1.1450, -0.8474], [-2.1954, -1.5443, -2.7985], [-0.5940, -5.0932, 0.6959], [-1.2197, -2.7683, 3.9796], [-3.2548, -1.9407, 3.1776], [-3.0743, -3.0160, 1.8017], [-2.3591, 1.3278, 0.2681], [-1.3839, 3.4334, -0.5367], [1.4221, 0.3418, 2.0523], [3.4122, 3.1335, -0.4712], [4.1198, 3.7505, 1.0523], [1.9907, 4.9816, 1.5111], [2.6389, 5.4746, -0.0829], [0.5809, -1.7331, 1.9840], [0.0252, -0.8996, 3.4584], [-1.2794, 0.6864, -2.7901], [0.1086, 2.5760, -3.4305]]
}

=====

# 4
{
  "formula": "C5H12O",
  "method": "ωB97M-V with the def2-TZVPD basis set",
  "total_charge": 0,
  "lumo_ev": 0.9447,
  "spin_multiplicity": 1,
  "e_above_lowest_kcal_mol": 32.26,
  "smiles": "C=CCCO.C",
  "orbital_gap_ev": 10.6,
  "elements": ["C", "C", "C", "C", "O", "H", "H", "H", "H", "H", "H", "H", "H", "C", "H", "H", "H", "H"],
  "positions_angstrom": [[0.3826, 1.9993, -1.1067], [-0.1219, 1.2075, -0.1673], [-0.5738, -0.2031, -0.4113], [-2.0882, -0.1909, -0.5281], [-2.5117, -1.4941, -0.8624], [0.5521, 1.6248, -2.1139], [0.6679, 3.0256, -0.8979], [-0.2421, 1.5834, 0.8496], [-0.1462, -0.5986, -1.3411], [-0.2796, -0.8861, 0.3981], [-2.3639, 0.5476, -1.2984], [-2.5238, 0.1497, 0.4281], [-3.4621, -1.4709, -1.0166], [2.1267, 0.1342, 1.5423], [1.7762, 0.5993, 0.6321], [2.8467, -0.6424, 1.2794], [1.2563, -0.2966, 2.0456], [2.5854, 0.8957, 2.1772]]
}

=====

# 5
{
  "formula": "C15H35BCl5FKMgNO14S",
  "method": "ωB97M-V with the def2-TZVPD basis set",
  "total_charge": 0,
  "lumo_ev": -6.9779,
  "spin_multiplicity": 1,
  "orbital_gap_ev": 1.7,
  "elements": ["C", "C", "C", "O", "S", "O", "O", "C", "C", "C", "B", "O", "N", "C", "C", "H", "H", "H", "H", "H", "H", "H", "H", "H", "H", "H", "H", "H", "H", "H", "H", "F", "C", "Cl", "Cl", "H", "H", "K", "Mg", "O", "H", "H", "C", "O", "C", "O", "O", "C", "H", "H", "H", "H", "H", "H", "O", "Cl", "O", "O", "O", "Cl", "C", "C", "Cl", "H", "H", "H", "H", "C", "O", "H", "H", "H", "O", "H", "H"],
  "positions_angstrom": [[-1.6078, 4.0530, 0.1081], [-1.0354, 3.3109, -0.8128], [-0.4371, 1.9528, -0.5559], [0.9981, 1.9272, -0.8585], [1.3015, 2.1098, -2.4104], [1.6430, 3.4740, -2.6826], [2.3674, 1.2350, -2.7583], [-0.1287, 1.6388, -3.3901], [-0.8874, 0.5164, -2.6769], [-1.1851, 0.7736, -1.1835], [-2.7604, 0.8138, -0.8721], [-3.1440, 0.5401, 0.4200], [-3.7901, 1.0577, -1.8688], [-5.1156, 0.7097, -1.3305], [-3.8766, 2.4942, -2.2462], [-1.2725, 4.1233, 1.1355], [-2.4376, 4.6794, -0.1967], [-0.9438, 3.7073, -1.8186], [-0.4861, 1.8083, 0.5251], [0.2694, 1.3659, -4.3615], [-0.8162, 2.4717, -3.5079], [-0.2573, -0.3725, -2.7485], [-1.8066, 0.2972, -3.2183], [-0.8204, -0.1243, -0.6459], [-2.3358, 0.3565, 0.9230], [-5.3929, 1.3395, -0.4769], [-5.8853, 0.8368, -2.0947], [-5.1566, -0.3328, -1.0243], [-3.8340, 3.0972, -1.3346], [-3.0185, 2.7823, -2.8539], [-4.8208, 2.6427, -2.7603], [0.5003, -1.1231, 0.1124], [1.6332, -3.6206, 1.4072], [1.1760, -2.7142, 2.8557], [0.4596, -4.8704, 1.0339], [1.6735, -2.9161, 0.5691], [2.6280, -4.0879, 1.5740], [2.6381, -0.5736, 2.7321], [4.5501, -3.9298, 0.6991], [6.5120, -1.7494, 3.3983], [6.4326, -2.5778, 2.9173], [7.4674, -1.7182, 3.6040], [-7.8779, -3.6021, -1.8136], [-7.0756, -4.7284, -1.4593], [-5.8037, -4.4284, -1.1790], [-5.3185, -3.3264, -1.2049], [-5.1704, -5.5580, -0.8667], [-3.7854, -5.3869, -0.5419], [-8.8782, -3.9757, -2.0155], [-7.9254, -2.8893, -0.9917], [-7.4917, -3.1211, -2.7109], [-3.6765, -4.7418, 0.3304], [-3.2397, -4.9791, -1.3878], [-3.3836, -6.3640, -0.3062], [9.0120, -2.3529, 3.3635], [10.2100, -2.7924, 2.6693], [10.1200, -2.3901, 1.2867], [10.2905, -4.2278, 2.7487], [11.3625, -2.1973, 3.2816], [3.1658, 3.0026, 4.6200], [3.2153, 4.4355, 3.5540], [2.2011, 5.4757, 3.9560], [0.5296, 4.9289, 3.6618], [3.0579, 4.0997, 2.5329], [4.2182, 4.8496, 3.6270], [2.3492, 6.3783, 3.3653], [2.2909, 5.7345, 5.0082], [4.2275, 4.5680, 0.1521], [4.7836, 4.1377, 1.2577], [4.7190, 4.2121, -0.7973], [3.1727, 4.2338, -0.0287], [4.1873, 5.6628, 0.0118], [-1.1925, -6.5467, -1.1966], [-0.5289, -6.2671, -0.5554], [-0.7623, -7.2485, -1.6978]]
}

=====

# 6
{
  "formula": "C6H9O2P",
  "method": "ωB97M-V with the def2-TZVPD basis set",
  "total_charge": 0,
  "lumo_ev": 0.3756,
  "spin_multiplicity": 1,
  "e_above_lowest_kcal_mol": 16.16,
  "smiles": "OCC1=P(CO)=CC=C1",
  "orbital_gap_ev": 9.0,
  "elements": ["O", "C", "C", "P", "C", "O", "C", "C", "C", "H", "H", "H", "H", "H", "H", "H", "H", "H"],
  "positions_angstrom": [[-1.8266, -1.5158, 0.8890], [-0.6990, -1.8769, 0.1855], [0.2755, -0.7163, 0.2658], [-0.1296, 0.9324, 1.0172], [-0.9061, 1.5454, -0.6037], [-2.3160, 1.3342, -0.4321], [1.5351, 1.3900, 0.5871], [2.3426, 0.4206, -0.0068], [1.5423, -0.8221, -0.1311], [-1.5118, -1.4372, 1.8411], [-0.3415, -2.8298, 0.3993], [-1.0548, -1.8492, -0.8740], [-0.4381, 1.1429, -1.5461], [-0.7228, 2.6243, -0.7315], [-2.5738, 0.4450, -0.5428], [1.8365, 2.3636, 0.8932], [3.1070, 0.6536, -0.6852], [1.8810, -1.8044, -0.5249]]
}

=====

# 7
{
  "formula": "C28H24AsF6GeNO2ReSSe",
  "method": "ωB97M-V with the def2-TZVPD basis set",
  "total_charge": 1,
  "lumo_ev": [-5.7100, -5.7091],
  "spin_multiplicity": 1,
  "e_above_lowest_kcal_mol": 0.00,
  "orbital_gap_ev": [5.9, 5.9],
  "elements": ["Re", "Se", "C", "C", "C", "C", "C", "C", "H", "H", "H", "H", "H", "S", "C", "N", "O", "C", "O", "C", "C", "Ge", "C", "C", "C", "C", "C", "C", "C", "C", "C", "C", "C", "C", "C", "C", "C", "C", "C", "C", "H", "H", "H", "H", "H", "H", "H", "H", "H", "H", "H", "H", "H", "H", "H", "H", "H", "H", "H", "F", "As", "F", "F", "F", "F", "F"],
  "positions_angstrom": [[-0.2000, -0.8103, 2.0331], [-1.8684, 0.3361, 3.1530], [-3.1461, 1.0060, 1.8781], [-3.3211, 2.3798, 1.7748], [-4.3227, 2.8790, 0.9543], [-5.1482, 2.0053, 0.2622], [-4.9734, 0.6317, 0.3808], [-3.9757, 0.1226, 1.1969], [-2.6947, 3.0574, 2.3431], [-4.4554, 3.9490, 0.8563], [-5.9332, 2.3966, -0.3713], [-5.6283, -0.0477, -0.1491], [-3.8565, -0.9468, 1.3103], [-1.5404, -1.9499, -2.1489], [-1.2605, -1.3652, -0.7416], [-1.0655, -0.9216, 0.3660], [2.7512, 1.9463, 1.8640], [1.9400, 1.5300, 1.1572], [1.1058, 0.3117, 1.7761], [1.3700, 1.8207, -0.1833], [0.1498, 2.7422, -0.0366], [-0.4504, 3.4588, -1.7918], [-1.5768, 2.2211, -2.7866], [-2.6711, 1.6103, -2.1741], [-3.6022, 0.9066, -2.9204], [-3.4451, 0.7855, -4.2939], [-2.3536, 1.3736, -4.9172], [-1.4322, 2.0962, -4.1686], [1.1867, 3.8531, -2.7661], [1.8980, 2.8455, -3.4218], [3.1093, 3.1163, -4.0418], [3.6285, 4.4038, -4.0137], [2.9361, 5.4149, -3.3635], [1.7256, 5.1396, -2.7415], [-1.4530, 5.0738, -1.3753], [-1.8941, 5.3345, -0.0783], [-2.6474, 6.4649, 0.2082], [-2.9705, 7.3533, -0.8071], [-2.5400, 7.1079, -2.1036], [-1.7901, 5.9754, -2.3846], [1.1343, 0.8921, -0.7024], [2.1719, 2.3249, -0.7278], [0.4394, 3.6266, 0.5373], [-0.6630, 2.2458, 0.5031], [-2.8171, 1.6997, -1.1019], [-4.4491, 0.4429, -2.4277], [-4.1734, 0.2365, -4.8772], [-2.2282, 1.2891, -5.9890], [-0.6045, 2.5780, -4.6757], [1.5011, 1.8348, -3.4644], [3.6454, 2.3254, -4.5513], [4.5703, 4.6187, -4.5018], [3.3371, 6.4201, -3.3417], [1.1934, 5.9414, -2.2400], [-1.6439, 4.6543, 0.7288], [-2.9743, 6.6585, 1.2219], [-3.5543, 8.2382, -0.5884], [-2.7893, 7.8010, -2.8969], [-1.4635, 5.7976, -3.4043], [1.6045, -2.4861, 1.7926], [1.0652, -3.2777, 3.2876], [2.6012, -3.3920, 3.9325], [0.9471, -4.7406, 2.4749], [0.2054, -3.7790, 4.6380], [-0.6438, -2.7404, 2.4932], [0.8278, -1.5430, 3.8474]]
}

=====

# 8
{
  "formula": "C3H7NSi",
  "method": "ωB97M-V with the def2-TZVPD basis set",
  "total_charge": 0,
  "lumo_ev": [-0.1836, -0.3745],
  "spin_multiplicity": 1,
  "e_above_lowest_kcal_mol": 140.00,
  "orbital_gap_ev": [8.8, 8.1],
  "elements": ["C", "C", "C", "N", "Si", "H", "H", "H", "H", "H", "H", "H"],
  "positions_angstrom": [[1.0347, -0.6659, -0.8979], [0.0169, -2.2522, -1.0343], [-0.5231, 1.6263, 0.6018], [2.4480, -0.2090, 0.9961], [1.1704, 0.6712, 0.4629], [1.7224, -0.4812, -1.7003], [-0.6008, -1.8413, -1.8280], [0.5498, -3.0691, -1.5414], [-0.3892, -2.5052, -0.0020], [-1.2170, 1.1336, -0.1503], [-1.0575, 1.2449, 1.5229], [-0.5387, 2.7434, 0.7322]]
}

=====

What are the calculated total energy values for these records? In order: -930.55885 -545.75784 -1827.74691 -272.89725 -5323.93673 -725.76088 -9076.24461 -462.51404 Eh.